# 1
The following is a DFT calculation (the ωB97M-V functional and the def2-TZVPD basis) of C18H21NO4SV as an isolated structure.

Structure (XYZ):
```
46
Properties=species:S:1:pos:R:3:forces:R:3
C 6.543 0.087 -0.369 0.112 -0.168 0.422
C 5.417 -0.783 0.160 -0.342 -0.169 0.141
S 4.031 -0.877 -1.024 0.072 0.317 0.126
C 2.741 -1.643 -0.021 0.005 -0.541 -0.225
C 1.344 -1.309 -0.458 -0.125 -0.081 0.208
C 0.808 -0.088 -0.615 0.291 0.635 -0.067
C 1.562 1.212 -0.362 0.005 0.377 0.014
O 0.672 2.327 -0.235 0.139 -0.146 -0.362
C 0.670 3.210 -1.333 -1.087 -0.316 0.111
C -0.596 0.041 -1.014 0.326 -0.753 0.571
O -0.963 0.946 -1.779 -0.803 0.194 -0.538
C -1.523 -0.976 -0.488 0.079 0.026 -1.004
C -1.001 -2.237 -0.344 0.116 -0.316 0.294
C -1.774 -3.322 0.165 -0.430 0.347 -0.208
C -3.084 -3.107 0.537 -0.187 -0.017 0.418
C -3.657 -1.847 0.419 0.127 0.019 0.381
O -4.891 -1.654 0.802 0.032 0.007 -0.505
C -2.877 -0.704 -0.110 0.669 0.556 -1.331
N -3.450 0.500 -0.187 0.501 -1.104 2.454
C -3.578 1.264 0.876 -1.157 0.554 -0.478
C -2.431 1.531 1.797 -0.009 -0.117 0.167
C -4.883 1.878 1.222 0.170 0.624 -0.379
C 0.434 -2.474 -0.714 -0.122 0.983 0.274
O 0.796 -3.495 -1.201 0.165 -0.883 -0.040
H 7.004 -0.295 -1.276 -0.193 0.095 -0.163
H 6.203 1.116 -0.467 0.082 0.017 -0.288
H 7.326 0.086 0.391 0.011 0.017 0.004
H 5.709 -1.813 0.375 0.179 0.026 -0.110
H 5.018 -0.368 1.089 -0.043 0.029 -0.030
H 2.845 -1.442 1.050 0.149 0.298 -0.056
H 2.858 -2.729 -0.124 -0.052 0.003 -0.025
H 2.091 1.136 0.588 0.031 -0.110 -0.019
H 2.315 1.412 -1.129 0.033 -0.152 -0.023
H 0.894 2.676 -2.279 0.561 0.043 -0.113
H 1.332 4.064 -1.208 0.106 -0.021 -0.158
H -0.369 3.610 -1.424 0.166 0.331 0.335
H -1.347 -4.311 0.268 0.142 0.022 -0.152
H -3.699 -3.897 0.951 0.024 -0.054 -0.053
H -5.271 -0.867 0.370 -0.132 0.014 0.264
H -2.336 0.707 2.515 0.156 -0.080 -0.107
H -1.499 1.706 1.259 0.044 -0.343 -0.051
H -2.629 2.425 2.383 -0.127 -0.021 0.030
H -5.515 2.066 0.356 -0.059 -0.104 0.012
H -4.758 2.781 1.814 -0.078 0.069 -0.066
H -5.392 1.160 1.882 0.052 -0.089 -0.037
V -1.088 2.300 -3.107 0.399 -0.018 0.362
```
Positions in Å, forces in eV/Å.

Computed properties:
E: -2395.02751 a.u.
HOMO-LUMO gap: 2.24 eV
Net charge: +3
HOMO level: -16.45 eV

=====

# 2
The following is a DFT calculation (the ωB97M-V functional and the def2-TZVPD basis) of C18H22AuN2O4S4 as an isolated structure.

Structure (XYZ):
```
51
Properties=species:S:1:pos:R:3:forces:R:3
Au 1.253 0.082 -0.431 0.216 -0.010 0.043
O 0.365 -1.362 -1.718 -0.047 0.073 0.085
N 0.075 -2.502 -1.088 0.067 -0.023 0.074
C -0.945 -3.224 -1.589 -0.100 -0.041 -0.047
C -1.327 -4.405 -1.014 -0.034 -0.016 -0.038
C -0.643 -4.851 0.118 0.036 0.021 0.028
C 0.399 -4.105 0.608 0.016 -0.031 -0.019
C 0.786 -2.908 -0.010 0.102 0.042 0.024
S 2.129 -1.980 0.544 -0.151 0.156 -0.084
H -1.410 -2.788 -2.460 0.019 0.032 0.009
H -2.145 -4.962 -1.444 -0.009 0.015 0.007
H -0.934 -5.769 0.610 0.007 -0.006 -0.014
H 0.951 -4.414 1.484 0.000 0.009 0.000
C -2.846 -0.744 5.036 -0.038 0.044 -0.036
C -3.586 0.014 3.938 0.091 -0.003 0.020
C -2.651 0.504 2.833 -0.105 -0.068 0.003
S -2.190 -0.883 1.757 0.108 0.025 -0.040
O -0.871 -0.544 1.134 -0.203 -0.097 0.125
C -3.419 -0.632 0.448 0.053 0.013 0.002
C -3.183 0.636 -0.368 -0.033 -0.045 -0.086
C -3.611 0.454 -1.823 -0.017 0.010 0.070
H -3.529 -1.052 5.827 0.008 -0.027 -0.006
H -2.076 -0.112 5.483 -0.002 -0.014 0.009
H -2.359 -1.637 4.642 0.007 0.005 0.006
H -4.104 0.874 4.367 -0.005 0.010 -0.019
H -4.360 -0.626 3.503 -0.046 0.037 0.018
H -1.702 0.868 3.228 0.006 -0.017 0.017
H -3.098 1.289 2.226 0.051 0.046 -0.009
H -4.406 -0.676 0.913 -0.005 -0.024 -0.021
H -3.303 -1.521 -0.178 -0.027 -0.002 0.001
H -2.119 0.879 -0.334 0.009 0.001 0.005
H -3.726 1.474 0.071 0.010 0.008 0.026
H -3.001 -0.311 -2.306 -0.007 0.003 -0.007
H -3.491 1.381 -2.383 0.005 -0.010 -0.007
H -4.658 0.151 -1.895 0.005 0.003 -0.014
O 6.784 2.123 0.144 -0.047 -0.003 -0.001
S 5.757 3.096 -0.068 0.221 0.052 -0.065
O 6.038 4.481 0.161 -0.046 -0.021 0.012
N 4.398 2.655 0.799 0.127 0.093 0.058
C 3.434 2.359 0.011 -0.164 -0.042 0.223
S 1.868 1.973 0.698 0.001 -0.184 -0.210
C 3.713 2.465 -1.450 -0.079 -0.097 -0.187
C 2.884 2.241 -2.532 -0.076 -0.020 -0.036
C 3.387 2.452 -3.810 -0.063 -0.021 -0.009
C 4.694 2.883 -4.003 0.066 0.021 0.028
C 5.533 3.106 -2.916 0.018 -0.040 0.019
C 5.012 2.882 -1.662 0.082 0.088 0.121
H 1.865 1.908 -2.379 -0.013 0.068 -0.067
H 2.751 2.284 -4.669 -0.003 -0.006 0.005
H 5.063 3.053 -5.006 -0.007 -0.017 -0.005
H 6.554 3.439 -3.046 -0.008 0.011 -0.013
```
Positions in Å, forces in eV/Å.

Computed properties:
E: -2837.91627 a.u.
Energy relative to the best compared isomer or geometry (same formula, charge and spin): 0.0 kcal per mole
HOMO-LUMO gap (alpha / beta): 8.05 / 6.45 eV
Spin multiplicity: 2
HOMO level (alpha / beta): -8.09 / -8.55 eV

=====

# 3
The following is a DFT calculation (the ωB97M-V functional and the def2-TZVPD basis) of C18H22BrCoF6N4O5S as an isolated structure.

Structure (XYZ):
```
58
Properties=species:S:1:pos:R:3:forces:R:3
Co -0.013 -0.110 -0.222 0.735 -0.739 0.222
C -5.247 -1.029 -2.217 -0.030 -0.013 -0.020
C -4.038 -0.707 -1.388 0.054 0.006 0.014
C -4.155 -0.244 -0.068 0.006 -0.023 -0.047
C -3.052 0.064 0.721 0.113 0.019 -0.002
C -1.865 -0.136 0.060 -0.266 -0.155 -0.207
Br 0.213 1.464 1.385 -0.203 -0.079 0.081
N -1.723 -0.565 -1.137 -0.040 0.184 0.327
C -2.764 -0.862 -1.921 -0.089 -0.022 0.018
H -6.159 -0.711 -1.720 -0.007 0.005 -0.001
H -5.315 -2.103 -2.394 -0.003 0.002 -0.003
H -5.196 -0.535 -3.186 -0.002 -0.007 -0.009
H -5.146 -0.109 0.349 -0.006 -0.007 0.003
H -3.122 0.436 1.731 0.002 0.014 -0.004
H -2.570 -1.208 -2.927 0.002 0.023 -0.005
C 2.486 1.581 -2.526 0.012 0.005 -0.048
C 2.127 0.100 -2.413 -0.153 0.002 -0.125
O 1.449 -0.141 -1.237 0.073 -0.015 0.179
C 3.422 -0.745 -2.393 -0.050 -0.002 0.024
F 4.266 -0.258 -1.483 0.079 0.095 0.114
F 4.033 -0.737 -3.577 0.041 0.035 -0.145
F 3.189 -2.022 -2.062 -0.131 -0.146 0.018
C 1.217 -0.298 -3.598 0.105 0.031 0.028
F 1.703 0.089 -4.770 0.040 0.004 -0.067
F 0.994 -1.619 -3.651 0.009 -0.068 -0.016
F 0.013 0.288 -3.442 -0.097 0.077 -0.013
H 2.971 1.892 -1.605 0.001 -0.008 0.000
H 1.578 2.164 -2.667 -0.006 -0.002 0.010
H 3.157 1.757 -3.365 -0.004 -0.003 -0.002
C -1.685 -9.522 -0.323 0.001 0.008 -0.061
C -1.511 -8.366 0.652 0.064 0.135 -0.038
S -0.291 -7.221 0.026 -0.190 0.019 0.331
O -0.907 -6.369 -0.967 -0.008 -0.051 -0.040
O 0.913 -7.930 -0.302 0.104 -0.047 -0.051
C 0.085 -6.152 1.422 -0.057 -0.086 -0.128
C 1.217 -5.213 0.990 -0.010 0.009 -0.024
N 0.897 -3.800 1.233 -0.034 0.090 -0.017
C 0.508 -2.949 0.270 -0.036 0.179 -0.008
N 0.305 -1.733 0.807 -0.084 0.407 -0.219
C 0.574 -1.809 2.150 -0.008 -0.051 -0.104
C 0.937 -3.086 2.412 0.052 0.119 -0.003
N 1.261 -3.639 3.701 -0.444 -0.035 0.051
O 1.324 -2.853 4.616 0.153 0.029 -0.008
O 1.371 -4.848 3.779 0.169 -0.004 -0.061
C 0.332 -3.345 -1.146 -0.029 0.055 0.008
H -2.502 -10.154 0.018 0.011 -0.022 0.007
H -0.777 -10.118 -0.381 0.001 0.000 -0.004
H -1.928 -9.160 -1.322 -0.016 0.002 0.007
H -1.162 -8.703 1.628 0.044 -0.010 -0.009
H -2.429 -7.791 0.776 0.011 0.025 0.012
H 0.372 -6.751 2.282 -0.003 -0.056 -0.022
H -0.829 -5.605 1.651 0.018 0.011 0.037
H 1.403 -5.288 -0.079 0.043 -0.077 0.028
H 2.140 -5.455 1.503 0.000 0.030 0.031
H 0.488 -0.981 2.827 0.022 0.049 0.007
H 1.301 -3.542 -1.602 0.046 -0.005 -0.045
H -0.132 -2.541 -1.705 -0.005 0.032 0.002
H -0.276 -4.248 -1.222 0.005 0.033 -0.002
```
Positions in Å, forces in eV/Å.

Computed properties:
E: -6248.15418 a.u.
HOMO-LUMO gap (alpha / beta): 6.94 / 7.87 eV
Net charge: +1
Spin multiplicity: 2
HOMO level (alpha / beta): -13.29 / -13.15 eV

=====

# 4
The following is a DFT calculation (the ωB97M-V functional and the def2-TZVPD basis) of a 5-piece molecular cluster, C18H22Cl4F2O3 overall.

Structure (XYZ):
```
49
Properties=species:S:1:pos:R:3:forces:R:3
C -10.335 -22.991 -1.060 -0.702 -0.914 0.198
Cl -8.839 -23.935 -0.760 -0.532 0.524 -0.042
Cl -11.642 -23.366 0.125 0.639 0.319 -0.063
H -10.139 -21.919 -1.057 0.065 -0.352 -0.014
H -10.805 -23.384 -1.962 0.628 0.470 -0.179
C -16.946 -20.397 0.850 0.998 1.132 -0.605
Cl -17.080 -18.597 0.407 -0.311 -1.504 0.561
Cl -15.605 -21.055 -0.183 -0.964 -0.037 0.734
H -16.643 -20.456 1.896 0.073 0.113 -0.273
H -17.888 -20.924 0.698 0.235 0.277 -0.393
C -12.154 -23.489 14.568 0.468 -0.332 0.325
C -11.006 -24.380 13.987 -0.765 0.784 -0.276
O -11.174 -24.617 12.554 0.073 0.536 -1.506
C -11.049 -23.663 11.551 -0.922 0.973 1.420
O -10.713 -22.497 11.665 -0.004 -1.909 0.103
O -11.561 -24.194 10.413 1.033 -1.453 2.516
C -11.567 -23.454 9.261 -1.098 1.805 -1.680
H -13.157 -23.827 14.306 0.181 -0.061 -0.931
H -12.037 -22.421 14.382 0.020 -0.172 -0.351
H -12.277 -23.585 15.646 0.848 -0.102 0.294
H -11.038 -25.369 14.445 -0.328 -0.100 -0.386
H -9.980 -24.060 14.167 -0.218 0.683 0.025
H -12.387 -23.866 8.673 0.298 -0.229 -0.285
H -10.654 -23.392 8.670 0.263 -0.551 0.321
H -11.869 -22.419 9.423 0.108 0.148 0.388
F -17.041 -21.323 6.805 -0.323 0.033 -0.761
C -16.550 -21.070 8.017 0.321 0.054 0.851
C -15.948 -22.118 8.693 0.850 -0.626 -0.184
C -15.430 -21.976 9.965 -1.533 1.177 -0.298
C -15.683 -20.741 10.611 1.665 -0.636 -0.046
C -16.139 -19.658 9.886 -1.320 0.177 -1.349
C -16.639 -19.809 8.564 0.340 -0.887 0.748
H -15.760 -23.070 8.219 -0.376 -0.037 -0.422
H -14.973 -22.858 10.389 0.111 0.280 0.500
H -15.303 -20.644 11.617 -0.165 0.333 0.148
H -16.263 -18.647 10.245 0.252 -0.132 0.713
H -17.148 -19.035 8.008 0.209 0.239 0.102
F -14.120 -24.330 1.293 0.018 0.327 0.615
C -13.981 -23.874 2.568 -1.442 0.540 0.088
C -12.868 -24.177 3.289 0.238 -0.264 2.160
C -12.857 -23.869 4.693 0.617 -0.700 -2.073
C -13.878 -23.152 5.291 1.738 -0.051 0.338
C -14.907 -22.743 4.513 -1.909 -0.401 -1.789
C -15.036 -23.165 3.169 0.631 -0.176 0.448
H -12.072 -24.786 2.887 0.032 0.107 -0.169
H -11.991 -24.296 5.177 -0.047 0.354 0.612
H -13.834 -22.823 6.319 0.074 -0.241 0.168
H -15.730 -22.229 4.987 -0.107 0.190 -0.173
H -15.967 -23.054 2.633 0.044 0.291 -0.130
```
Positions in Å, forces in eV/Å.

Computed properties:
E: -2965.24655 a.u.
SMILES: CCOC(=O)OC.Fc1ccccc1.Fc1ccccc1.ClCCl.ClCCl
HOMO-LUMO gap: 10.00 eV
HOMO level: -9.40 eV

=====

# 5
The following is a DFT calculation (the ωB97M-V functional and the def2-TZVPD basis) of a 5-piece molecular cluster, C18H22Cl8IN2O3P overall.

Structure (XYZ):
```
55
Properties=species:S:1:pos:R:3:forces:R:3
C 5.019 0.916 -0.872 0.517 -0.073 0.606
C 5.613 0.519 0.632 -0.996 -1.606 0.104
C 6.354 1.674 1.542 1.409 -0.101 0.173
N 5.444 -0.808 1.048 -2.520 4.694 0.712
C 4.006 -0.872 1.513 -0.768 2.046 1.992
C 3.613 0.017 2.679 -1.076 -2.069 -2.537
C 2.030 0.043 3.220 -0.824 -0.153 3.738
O 1.712 0.135 4.522 1.931 -0.261 -8.124
C 0.898 -0.109 1.998 -1.796 -0.468 -2.403
C 1.323 -1.136 0.748 -2.501 1.522 -0.249
C 0.309 -1.390 -0.515 -0.603 2.846 4.017
C -1.141 -0.593 -0.514 2.321 0.501 2.515
C -1.610 0.448 0.708 3.978 -3.819 -1.062
P -3.334 1.332 0.612 0.320 0.454 -1.153
O -4.182 0.880 -0.863 -0.412 -0.512 2.387
I -4.781 0.431 2.447 0.434 -0.501 -0.398
C -0.545 0.668 1.969 0.410 -2.248 -1.418
C -0.997 1.729 3.145 0.634 0.481 -0.575
N -0.705 3.130 2.568 -0.092 -1.515 -0.448
C 2.834 -1.850 0.827 0.354 -4.372 -1.062
O 3.064 -3.108 0.413 -1.392 8.082 2.301
H 3.886 0.584 -0.951 2.395 0.691 0.197
H 5.175 2.048 -1.140 -0.472 -2.186 0.673
H 5.663 0.278 -1.644 -1.446 1.259 1.769
H 7.233 2.236 0.962 -2.013 -1.236 1.052
H 6.840 1.221 2.529 -1.155 0.640 -2.318
H 5.612 2.523 1.927 1.162 -2.062 -1.287
H 4.351 0.728 3.243 -1.467 -1.806 -1.184
H 0.651 -2.115 -1.367 -0.910 1.854 2.225
H -1.830 -0.778 -1.457 1.451 0.566 2.353
H -5.169 0.704 -0.666 2.329 0.360 -0.209
H -0.373 1.662 4.132 -1.167 -0.465 -2.076
H -2.140 1.690 3.397 2.261 -0.291 -0.555
H -1.554 3.444 2.048 1.260 -0.366 0.206
H 0.115 2.989 1.911 -1.586 0.609 0.841
C 2.834 -2.540 -3.677 0.411 -0.251 -0.045
Cl 1.196 -2.988 -3.184 0.563 -0.485 -0.916
Cl 3.087 -0.796 -3.533 0.055 -0.007 -0.043
H 3.552 -3.058 -3.038 -0.264 0.198 -0.033
H 2.985 -2.836 -4.718 -0.183 0.160 0.259
C -3.315 -3.707 -2.611 -0.132 -0.453 -0.097
Cl -1.619 -3.228 -2.467 -0.498 -0.438 0.103
Cl -4.390 -2.329 -2.342 -0.032 -0.006 -0.019
H -3.489 -4.103 -3.614 0.089 0.259 0.190
H -3.532 -4.477 -1.867 0.096 0.318 -0.103
C -3.017 -0.896 -5.661 -0.044 0.416 0.057
Cl -4.019 -2.232 -6.242 -0.096 0.028 0.010
Cl -1.366 -1.436 -5.334 0.000 0.192 -0.093
H -2.991 -0.113 -6.423 0.027 -0.316 0.122
H -3.452 -0.500 -4.740 0.121 -0.251 -0.169
C -7.218 3.065 3.793 -0.172 -0.256 0.136
Cl -6.789 4.455 4.796 -0.022 -0.089 0.067
Cl -6.993 3.425 2.077 -0.098 -0.016 -0.004
H -6.581 2.219 4.065 -0.052 0.307 -0.126
H -8.265 2.808 3.969 0.261 0.195 -0.102
```
Positions in Å, forces in eV/Å.

Computed properties:
E: -5354.30433 a.u.
SMILES: CC(C)=NC1=CC(=O)c2c(ccc(P(O)I)c2CN)C1=O.ClCCl.ClCCl.ClCCl.ClCCl
HOMO-LUMO gap: 6.70 eV
HOMO level: -8.34 eV